Below is a structure of composition C41H31N10ORbS, with properties calculated with ωB97M-V/def2-TZVPD.

Computed properties:
Charge   -2
LUMO level   3.70 eV
Electronic energy   -2626.18340 a.u.
Orbital gap   5.272 eV
Energy relative to the best compared isomer or geometry (same formula, charge and spin)   26.55 kcal/mol
Multiplicity   1

```
85
C41H31N10ORbS (ωB97M-V/def2-TZVPD)
Rb 0.355 0.367 0.308
C 3.573 4.124 0.516
C 2.209 3.771 0.413
N 1.718 3.036 -0.548
C 2.554 2.625 -1.547
C 3.915 3.002 -1.587
C 4.410 3.746 -0.486
C 4.725 2.670 -2.701
C 4.152 2.006 -3.754
C 2.810 1.601 -3.727
C 1.989 1.827 -2.621
N 0.765 1.273 -2.472
C -0.117 1.197 -3.466
C -0.298 2.178 -4.459
C -1.363 2.134 -5.361
C -2.279 1.109 -5.371
C -2.089 0.035 -4.467
C -2.914 -1.116 -4.478
C -2.623 -2.174 -3.671
C -1.489 -2.090 -2.834
N -0.734 -1.025 -2.749
C -1.018 0.047 -3.540
H 3.921 4.652 1.395
H 1.519 4.093 1.184
H 5.466 3.996 -0.456
H 5.769 2.961 -2.709
H 4.753 1.761 -4.624
H 2.398 1.037 -4.556
H 0.384 3.019 -4.468
H -1.476 2.951 -6.067
H -3.108 1.087 -6.069
H -3.764 -1.144 -5.154
H -3.229 -3.072 -3.667
H -1.214 -2.937 -2.214
N 0.389 -1.640 5.343
C -0.247 -0.812 4.413
S -1.410 -1.546 3.357
N 0.188 0.414 4.410
N -0.494 1.244 3.533
C 0.215 2.184 3.041
C 1.671 2.378 3.256
C 2.107 3.536 3.885
C 3.447 3.780 4.169
C 4.369 2.783 3.835
C 3.970 1.623 3.205
C 2.611 1.377 2.826
O 2.285 0.361 2.131
H 0.434 -2.592 5.022
H 1.284 -1.257 5.616
H -0.350 2.929 2.474
H 1.360 4.276 4.165
H 3.758 4.693 4.664
H 5.422 2.926 4.065
H 4.696 0.866 2.925
N 1.201 -2.588 1.006
C 0.799 -3.772 0.462
C 1.662 -4.813 0.176
C 1.195 -6.009 -0.401
C -0.125 -6.202 -0.697
C -1.042 -5.151 -0.434
C -2.430 -5.249 -0.696
C -3.248 -4.196 -0.416
C -2.680 -3.011 0.107
N -1.405 -2.878 0.344
C -0.590 -3.936 0.117
H 2.122 -2.545 1.406
H 0.499 -2.090 1.558
H 2.713 -4.704 0.415
H 1.910 -6.799 -0.604
H -0.482 -7.131 -1.125
H -2.824 -6.172 -1.108
H -4.315 -4.247 -0.595
H -3.307 -2.153 0.328
N -5.365 1.061 5.038
C -5.005 0.922 3.955
C -4.642 0.740 2.567
C -5.643 0.466 1.644
C -5.292 0.322 0.316
C -3.951 0.465 -0.019
N -2.990 0.718 0.861
C -3.314 0.844 2.149
H -6.672 0.374 1.969
H -6.031 0.108 -0.445
H -3.631 0.365 -1.053
H -2.488 0.991 2.847
```

Below is a structure of composition C15H16F14N4O5S2, with properties calculated with ωB97M-V/def2-TZVPD.

Computed properties:
LUMO level   -3.04 eV
Electronic energy   -3370.74484 a.u.
Orbital gap   4.969 eV
Multiplicity   1

```
56
C15H16F14N4O5S2 (ωB97M-V/def2-TZVPD)
C -3.579 -3.872 -2.083
C -2.631 -2.689 -1.850
N -2.384 -1.867 -3.064
N -1.169 -2.083 -3.686
C -0.072 -1.619 -3.096
C 1.174 -1.780 -3.696
C 2.438 -1.254 -3.074
C 2.330 -0.917 -1.599
O 3.298 0.051 -1.269
C 3.549 0.081 0.114
C 2.445 0.896 0.821
F 1.542 1.337 -0.087
F 1.787 0.055 1.658
C 2.861 2.085 1.721
F 1.784 2.372 2.461
F 3.852 1.622 2.517
C 3.355 3.377 1.021
F 3.998 3.028 -0.118
F 4.251 3.975 1.837
C 2.276 4.445 0.739
F 1.166 3.903 0.211
F 2.790 5.308 -0.167
C 1.167 -2.414 -4.923
C -0.040 -2.848 -5.461
N -1.195 -2.705 -4.841
H -3.092 -4.826 -1.890
H -4.431 -3.806 -1.409
H -3.967 -3.882 -3.103
H -3.048 -2.014 -1.106
H -1.669 -3.018 -1.458
H -3.084 -2.022 -3.782
H -0.234 -1.110 -2.158
H 2.712 -0.334 -3.602
H 3.253 -1.957 -3.259
H 2.457 -1.811 -0.979
H 1.349 -0.484 -1.387
H 3.492 -0.920 0.549
H 4.544 0.482 0.282
H 2.038 4.986 1.655
H 2.082 -2.574 -5.479
H -0.090 -3.343 -6.420
C -0.542 1.839 5.456
F 0.360 1.478 6.374
F -1.150 2.947 5.878
F 0.091 2.108 4.312
S -1.703 0.434 5.156
O -2.401 0.230 6.392
O -0.850 -0.623 4.685
N -2.532 1.149 4.018
S -3.671 0.425 3.203
O -4.859 0.123 3.946
O -3.203 -0.559 2.262
C -4.117 1.878 2.156
F -3.083 2.286 1.410
F -4.538 2.908 2.887
F -5.107 1.521 1.324
```

Below is a structure of composition C29H53N4P3RuS2 in a non-equilibrium geometry, with properties calculated with ωB97M-V/def2-TZVPD.

Computed properties:
Charge   +1
LUMO level (spin up / spin down)   -3.30 / -3.55 eV
Electronic energy   -3271.06023 a.u.
Orbital gap (spin up / spin down)   6.659 / 6.114 eV
<S²>   0.7584
Energy relative to the best compared isomer or geometry (same formula, charge and spin)   2.48 kcal/mol
Multiplicity   2

```
92
C29H53N4P3RuS2 (ωB97M-V/def2-TZVPD)
Ru 0.609 -0.211 0.204
C 3.966 0.075 -1.131
P 2.844 0.564 0.217
C 3.909 0.387 1.701
C 2.878 2.408 0.132
C 1.632 2.955 0.837
P 0.239 2.157 -0.061
C -1.253 3.017 0.542
C 0.447 2.977 -1.684
H 4.843 0.724 -1.146
H 3.440 0.159 -2.083
H 4.294 -0.955 -1.009
H 4.887 0.810 1.471
H 4.052 -0.642 2.018
H 3.478 0.953 2.529
H 2.870 2.699 -0.920
H 3.812 2.780 0.556
H 1.580 4.044 0.792
H 1.604 2.658 1.889
H -1.167 4.083 0.323
H -1.386 2.907 1.616
H -2.136 2.629 0.031
H 0.849 3.981 -1.531
H -0.517 3.045 -2.185
H 1.107 2.407 -2.334
S -0.354 0.035 -2.199
C -1.744 -0.415 -1.285
C -3.063 -0.538 -1.745
C -4.029 -0.994 -0.880
C -3.685 -1.342 0.432
C -2.379 -1.178 0.826
N -1.446 -0.688 0.000
H -3.285 -0.289 -2.773
H -5.051 -1.100 -1.217
H -4.415 -1.741 1.120
H -2.044 -1.454 1.819
C 3.851 -3.167 0.782
C 2.765 -4.219 1.059
C 2.497 -4.212 2.572
C 3.320 -5.599 0.691
P 1.195 -3.718 0.143
N 0.972 -2.167 0.431
C 1.358 -4.179 -1.670
C 0.302 -3.416 -2.475
C 1.254 -5.666 -2.024
C 2.713 -3.644 -2.160
C -0.268 -4.638 0.900
C -0.040 -6.143 1.084
C -1.491 -4.465 -0.017
C -0.619 -4.009 2.271
H 4.552 -3.147 1.619
H 3.411 -2.177 0.670
H 4.424 -3.388 -0.114
H 3.453 -4.344 3.082
H 1.849 -5.025 2.887
H 2.056 -3.277 2.909
H 4.234 -5.754 1.269
H 3.592 -5.676 -0.358
H 2.639 -6.412 0.935
H -0.703 -3.815 -2.359
H 0.563 -3.503 -3.532
H 0.287 -2.359 -2.227
H 0.252 -6.059 -1.866
H 1.959 -6.301 -1.489
H 1.469 -5.769 -3.091
H 2.850 -2.597 -1.885
H 2.726 -3.704 -3.250
H 3.560 -4.223 -1.797
H 0.315 -6.640 0.182
H -0.997 -6.600 1.348
H 0.651 -6.367 1.893
H -1.403 -5.045 -0.933
H -1.675 -3.424 -0.280
H -2.367 -4.836 0.518
H -0.252 -4.616 3.096
H -1.703 -3.946 2.372
H -0.215 -3.002 2.375
N 0.810 -0.978 7.291
C -0.039 -0.193 6.598
S -1.184 0.750 7.309
C 0.168 -0.206 5.110
C 1.241 -0.837 4.483
C 1.355 -0.786 3.109
N 0.487 -0.138 2.315
C -0.561 0.449 2.924
C -0.748 0.446 4.286
H 0.660 -1.047 8.286
H 1.303 -1.738 6.856
H 2.017 -1.362 5.022
H 2.154 -1.298 2.599
H -1.276 0.927 2.272
H -1.605 0.941 4.720
```